[1]
{
  "formula": "C52H52As2N4O2S3SbV",
  "method": "ωB97M-V/def2-TZVPD",
  "relative_energy_ev": 0.000,
  "total_charge": -1,
  "s_squared": 3.7650,
  "spin_multiplicity": 4,
  "gap_ev": [6.6, 7.0],
  "e_homo_ev": [-4.3, -4.8],
  "elements": ["V", "S", "C", "C", "C", "C", "N", "C", "C", "C", "S", "C", "N", "H", "H", "C", "C", "C", "C", "C", "C", "C", "S", "O", "O", "N", "C", "C", "C", "C", "C", "N", "H", "H", "H", "H", "H", "H", "H", "H", "H", "H", "H", "C", "C", "As", "C", "C", "C", "C", "C", "C", "C", "C", "C", "C", "C", "C", "As", "C", "C", "C", "C", "C", "C", "C", "C", "C", "C", "C", "C", "H", "H", "H", "H", "H", "H", "H", "H", "H", "H", "H", "H", "H", "H", "H", "H", "H", "H", "H", "H", "H", "H", "H", "H", "C", "C", "Sb", "C", "C", "C", "C", "H", "H", "H", "H", "H", "H", "H", "H", "H", "H", "H", "H", "H", "H", "H"],
  "xyz": [[-1.219, -0.938, -0.188], [-1.506, -0.721, 2.129], [-2.819, 0.418, 2.286], [-3.481, 0.552, 3.508], [-4.523, 1.451, 3.679], [-5.180, 1.536, 4.956], [-5.692, 1.586, 5.984], [-4.924, 2.253, 2.602], [-4.278, 2.125, 1.382], [-3.233, 1.219, 1.194], [-2.430, 1.128, -0.351], [-5.982, 3.216, 2.747], [-6.831, 3.984, 2.861], [-3.172, -0.069, 4.339], [-4.586, 2.749, 0.553], [1.715, 3.938, -5.665], [1.327, 2.594, -5.111], [0.509, 1.730, -5.828], [0.129, 0.503, -5.304], [0.572, 0.139, -4.043], [1.392, 0.982, -3.311], [1.768, 2.201, -3.851], [0.107, -1.421, -3.358], [1.252, -1.897, -2.614], [-0.366, -2.240, -4.454], [-1.078, -1.038, -2.354], [-2.284, -1.723, -2.374], [-3.008, -2.215, -3.468], [-4.224, -2.817, -3.226], [-4.729, -2.901, -1.929], [-3.965, -2.384, -0.908], [-2.766, -1.842, -1.123], [1.641, 3.953, -6.752], [2.735, 4.200, -5.385], [1.057, 4.718, -5.276], [0.165, 2.020, -6.814], [-0.498, -0.176, -5.864], [1.728, 0.672, -2.332], [2.409, 2.865, -3.283], [-2.599, -2.128, -4.460], [-4.795, -3.215, -4.056], [-5.690, -3.347, -1.720], [-4.306, -2.384, 0.122], [1.993, -3.238, 0.770], [2.897, -2.100, 0.303], [2.205, -0.310, 0.758], [2.305, -0.396, 2.712], [2.962, -1.387, 3.432], [2.949, -1.378, 4.822], [2.287, -0.369, 5.504], [1.643, 0.635, 4.793], [1.645, 0.614, 3.408], [3.889, 0.679, 0.496], [3.901, 1.823, -0.290], [5.073, 2.543, -0.488], [6.251, 2.127, 0.110], [6.247, 0.994, 0.915], [5.075, 0.279, 1.106], [0.079, -3.162, 0.285], [-0.046, -4.778, -0.823], [0.301, -6.021, -0.295], [0.201, -7.168, -1.064], [-0.255, -7.092, -2.375], [-0.606, -5.862, -2.906], [-0.500, -4.712, -2.133], [-0.675, -4.028, 1.880], [0.052, -4.548, 2.941], [-0.595, -5.108, 4.039], [-1.977, -5.164, 4.080], [-2.714, -4.673, 3.009], [-2.065, -4.106, 1.927], [2.001, -3.254, 1.860], [2.352, -4.205, 0.411], [3.016, -2.115, -0.782], [3.886, -2.212, 0.754], [3.505, -2.173, 2.920], [3.454, -2.166, 5.369], [2.267, -0.367, 6.586], [1.115, 1.421, 5.317], [1.114, 1.385, 2.857], [2.978, 2.182, -0.720], [5.059, 3.436, -1.101], [7.166, 2.685, -0.039], [7.159, 0.672, 1.403], [5.088, -0.590, 1.754], [0.639, -6.101, 0.732], [0.474, -8.125, -0.637], [-0.336, -7.989, -2.975], [-0.957, -5.784, -3.927], [-0.764, -3.764, -2.584], [1.135, -4.538, 2.938], [-0.009, -5.496, 4.862], [-2.480, -5.584, 4.941], [-3.795, -4.711, 3.029], [-2.649, -3.704, 1.106], [2.504, 5.045, 0.936], [1.566, 5.067, -0.270], [0.212, 3.351, -0.259], [-0.855, 3.956, -2.050], [-1.098, 5.443, -2.293], [-0.959, 4.122, 1.378], [-1.753, 5.403, 1.159], [3.274, 5.819, 0.877], [3.016, 4.085, 1.037], [1.952, 5.214, 1.863], [2.136, 5.031, -1.204], [0.990, 5.992, -0.288], [-1.789, 3.395, -2.043], [-0.244, 3.546, -2.856], [-1.734, 5.885, -1.530], [-1.590, 5.600, -3.258], [-0.167, 6.012, -2.310], [-0.223, 4.252, 2.177], [-1.621, 3.308, 1.684], [-1.126, 6.221, 0.799], [-2.225, 5.735, 2.088], [-2.550, 5.248, 0.431]]
}

***

[2]
{
  "formula": "C5H27NO9S",
  "method": "ωB97M-V/def2-TZVPD",
  "relative_energy_ev": 4.714,
  "smiles": "CCN[C@H](C=O)CS.O.O.O.O.O.O.O.O",
  "gap_ev": 8.5,
  "e_homo_ev": -8.6,
  "elements": ["C", "C", "N", "C", "C", "O", "C", "S", "H", "H", "H", "H", "H", "H", "H", "H", "H", "H", "H", "O", "H", "H", "O", "H", "H", "O", "H", "H", "O", "H", "H", "O", "H", "H", "O", "H", "H", "O", "H", "H", "O", "H", "H"],
  "xyz": [[0.893, -1.915, 1.193], [0.658, -1.060, -0.009], [-0.110, 0.089, 0.343], [-0.130, 1.140, -0.642], [-0.448, 2.465, 0.006], [-0.211, 2.644, 1.211], [-1.318, 0.645, -1.626], [-1.565, 2.078, -2.772], [1.789, -2.563, 1.350], [-0.033, -2.585, 1.306], [0.938, -1.275, 2.067], [0.053, -1.642, -0.736], [1.611, -0.660, -0.509], [-0.451, 0.258, 1.307], [0.644, 1.281, -1.393], [-0.807, 3.338, -0.534], [-1.070, -0.197, -2.254], [-2.218, 0.358, -0.993], [-0.615, 1.871, -3.644], [-2.305, -2.575, -0.626], [-3.148, -2.272, -0.388], [-2.304, -2.197, -1.587], [2.356, 2.412, 0.656], [2.342, 2.972, 1.297], [1.662, 1.772, 1.015], [-1.568, 1.449, 3.325], [-1.789, 0.470, 3.310], [-2.479, 1.826, 3.132], [2.708, 0.908, -1.269], [3.219, 0.938, -0.348], [2.591, 1.830, -1.256], [-3.505, -1.334, 1.569], [-2.794, -1.776, 2.045], [-3.024, -0.595, 1.133], [0.757, -3.847, -2.296], [1.045, -3.185, -2.775], [0.964, -3.623, -1.392], [1.567, -0.439, -3.385], [2.276, -0.864, -3.091], [1.452, 0.234, -2.685], [1.083, 0.808, 3.315], [1.084, 1.702, 3.756], [0.199, 1.117, 2.873]]
}

***

[3]
{
  "formula": "C8H26F2NO18P2S3Ti",
  "method": "ωB97M-V/def2-TZVPD",
  "relative_energy_ev": 0.000,
  "total_charge": -2,
  "s_squared": 3.7541,
  "spin_multiplicity": 4,
  "gap_ev": [2.8, 5.4],
  "e_homo_ev": [0.9, -1.8],
  "elements": ["Ti", "N", "S", "O", "O", "F", "S", "O", "O", "F", "S", "O", "O", "O", "O", "C", "O", "H", "H", "H", "H", "C", "O", "H", "H", "H", "H", "C", "O", "P", "O", "O", "C", "O", "C", "H", "H", "H", "H", "H", "H", "H", "H", "H", "C", "O", "P", "O", "O", "C", "O", "C", "H", "H", "H", "H", "H", "H", "H", "H", "H"],
  "xyz": [[-1.152, -10.294, -2.142], [0.673, -11.634, -2.384], [2.244, -11.589, -2.078], [2.992, -10.534, -2.725], [2.922, -12.795, -1.648], [2.022, -10.898, -0.612], [0.871, -12.638, -3.771], [0.631, -14.054, -3.631], [1.791, -12.206, -4.830], [-0.547, -12.091, -4.418], [-2.864, -9.287, 0.442], [-3.298, -10.663, 0.183], [-1.806, -8.928, -0.593], [-4.029, -8.346, 0.358], [-2.355, -9.013, 1.802], [-0.625, -13.121, 0.220], [-1.271, -12.706, -0.952], [-0.024, -14.022, 0.071], [0.015, -12.353, 0.675], [-1.334, -13.251, 1.041], [-0.576, -12.477, -1.594], [1.144, -7.525, -1.612], [0.649, -7.908, -0.347], [2.186, -7.237, -1.465], [1.129, -8.366, -2.316], [0.596, -6.696, -2.075], [-0.308, -8.101, -0.403], [0.743, -5.883, -5.636], [0.295, -6.766, -4.609], [-0.403, -8.137, -4.967], [-0.888, -8.886, -3.813], [-1.522, -7.800, -6.033], [-2.574, -6.936, -5.605], [0.649, -8.878, -5.856], [1.977, -9.123, -5.356], [0.682, -6.323, -6.627], [1.728, -5.483, -5.401], [0.106, -4.997, -5.542], [-2.629, -6.095, -6.302], [-2.495, -6.548, -4.591], [-3.535, -7.438, -5.722], [2.211, -10.172, -5.517], [2.111, -8.922, -4.294], [2.720, -8.539, -5.908], [-2.784, -10.674, -6.253], [-3.631, -9.966, -5.333], [-4.128, -10.629, -3.986], [-3.061, -11.077, -3.096], [-5.048, -9.530, -3.367], [-4.500, -8.352, -2.719], [-5.150, -11.702, -4.510], [-5.831, -12.530, -3.565], [-1.746, -10.635, -5.919], [-2.906, -10.156, -7.199], [-3.034, -11.735, -6.267], [-3.426, -8.460, -2.580], [-4.941, -8.218, -1.733], [-4.759, -7.495, -3.344], [-5.499, -13.566, -3.569], [-6.890, -12.540, -3.828], [-5.764, -12.123, -2.556]]
}

***

[4]
{
  "formula": "C14H26IN3O3PS",
  "method": "ωB97M-V/def2-TZVPD",
  "total_charge": 1,
  "gap_ev": 6.1,
  "e_homo_ev": -11.1,
  "elements": ["C", "C", "C", "C", "C", "C", "C", "N", "C", "P", "O", "I", "S", "H", "H", "H", "H", "H", "H", "H", "H", "H", "H", "H", "H", "C", "C", "O", "N", "C", "H", "H", "H", "H", "H", "H", "H", "C", "C", "O", "N", "C", "H", "H", "H", "H", "H", "H", "H"],
  "xyz": [[3.333, -0.848, -0.037], [3.924, 0.228, -0.006], [4.120, 1.786, -0.194], [2.933, 2.609, 0.487], [2.187, 3.608, -0.489], [1.358, 2.899, -1.659], [0.841, 1.409, -1.479], [-0.527, 1.172, -0.914], [-1.239, 2.285, -0.815], [-2.978, 2.123, -0.055], [-3.878, 0.942, -0.895], [-2.527, 1.132, 2.179], [-0.345, 3.711, -1.450], [2.761, -1.810, -0.176], [4.288, 2.058, -1.284], [5.087, 2.038, 0.346], [3.425, 3.254, 1.290], [2.209, 1.944, 1.065], [2.931, 4.306, -0.973], [1.475, 4.218, 0.156], [1.723, 3.079, -2.707], [0.975, 0.876, -2.481], [1.486, 0.762, -0.801], [-0.770, 0.206, -0.649], [-3.305, 0.192, -1.170], [1.742, -2.741, -4.902], [2.207, -2.212, -3.572], [1.581, -2.411, -2.535], [3.361, -1.494, -3.541], [4.235, -1.154, -4.646], [0.812, -3.291, -4.767], [1.559, -1.914, -5.591], [2.489, -3.420, -5.318], [3.609, -1.173, -2.614], [5.226, -1.562, -4.440], [4.303, -0.067, -4.711], [3.873, -1.549, -5.592], [-5.890, -3.002, 6.171], [-4.917, -1.876, 6.404], [-4.276, -1.773, 7.436], [-4.762, -0.952, 5.412], [-5.423, -0.900, 4.125], [-5.904, -3.653, 7.044], [-6.895, -2.604, 6.019], [-5.582, -3.591, 5.304], [-4.095, -0.229, 5.639], [-4.659, -0.934, 3.345], [-5.964, 0.047, 4.055], [-6.118, -1.724, 3.985]]
}

***

[5]
{
  "formula": "C3H9N2O2",
  "method": "ωB97M-V/def2-TZVPD",
  "relative_energy_ev": 5.025,
  "total_charge": 1,
  "smiles": "NOC[C@H]1[NH2+][C@@H]1O",
  "gap_ev": 11.6,
  "e_homo_ev": -14.4,
  "elements": ["N", "O", "C", "C", "N", "C", "O", "H", "H", "H", "H", "H", "H", "H", "H", "H"],
  "xyz": [[1.914, -0.949, 0.163], [1.500, 0.325, 0.691], [0.875, 1.257, -0.196], [-0.509, 0.705, -0.483], [-0.580, -0.821, -0.639], [-1.223, -0.126, 0.525], [-2.513, 0.010, 0.324], [1.757, -1.607, 0.898], [2.911, -0.972, -0.069], [1.214, 1.417, -1.199], [0.602, 2.133, 0.362], [-1.199, 1.395, -1.062], [-1.278, -1.194, -1.213], [0.391, -1.103, -0.566], [-0.725, -0.104, 1.519], [-3.138, -0.366, 0.945]]
}

***

[6]
{
  "formula": "C2H7N2O",
  "method": "ωB97M-V/def2-TZVPD",
  "relative_energy_ev": 4.655,
  "total_charge": 1,
  "gap_ev": 11.8,
  "e_homo_ev": -15.8,
  "elements": ["C", "C", "N", "N", "O", "H", "H", "H", "H", "H", "H", "H"],
  "xyz": [[-0.451, 0.193, -0.004], [0.167, 1.444, -0.270], [-1.389, -0.131, 0.922], [0.790, -1.202, -0.106], [-1.543, -0.403, -0.530], [-0.440, 2.076, -1.115], [1.286, 1.317, -0.594], [0.123, 2.016, 0.656], [-1.389, -1.006, 1.319], [1.457, -1.029, -0.835], [0.230, -2.007, -0.280], [1.160, -1.268, 0.836]]
}